[1]
71
Properties=species:S:1:pos:R:3 method="wB97M-V/def2-TZVPD" homo_ev="-7.7 / -7.8" gap_ha="0.261 / 0.261" spin_multiplicity=6 de_lowest_kcal_mol=8.9
Sm 0.424 -1.396 0.642
Cl 4.483 -5.655 4.819
C 3.320 -4.457 4.350
C 3.468 -3.843 3.117
C 2.575 -2.869 2.706
N 2.726 -2.120 1.502
C 3.289 -2.541 0.444
O 3.836 -3.749 0.259
C 3.380 -1.585 -0.723
C 4.398 -1.687 -1.654
C 4.462 -0.740 -2.666
C 3.508 0.261 -2.720
C 2.505 0.273 -1.761
N 2.448 -0.625 -0.781
C 1.490 -2.497 3.527
C 1.347 -3.137 4.758
C 2.257 -4.101 5.161
Cl 2.022 -4.847 6.710
N 0.618 -1.520 3.019
C -0.273 -0.890 3.808
O -0.548 -1.086 4.988
C -0.979 0.276 3.126
C -1.990 0.945 3.802
C -2.564 2.054 3.212
C -2.111 2.466 1.967
C -1.115 1.731 1.351
N -0.553 0.662 1.919
H 4.304 -4.128 2.497
H 5.115 -2.490 -1.577
H 5.252 -0.787 -3.404
H 3.514 1.018 -3.491
H 1.723 1.022 -1.786
H 0.525 -2.878 5.403
H -2.272 0.578 4.778
H -3.349 2.596 3.725
H -2.511 3.341 1.475
H -0.758 2.009 0.363
O 2.088 -4.340 -1.754
C 1.142 -3.621 -1.435
O 0.720 -3.429 -0.240
C 0.441 -2.797 -2.504
O -0.113 -1.580 -1.984
C -1.557 -1.545 -1.931
C -2.064 -2.239 -0.666
O -2.656 -3.287 -0.722
O -1.721 -1.572 0.434
H 3.370 -4.163 -0.515
H -0.346 -3.403 -2.960
H 1.179 -2.539 -3.266
H -1.998 -2.040 -2.798
H -1.811 -0.488 -1.912
C -0.352 5.151 -2.391
N -1.704 4.641 -2.255
C -2.702 5.468 -2.929
C -1.907 3.298 -2.129
S -0.685 2.172 -2.412
N -3.153 2.935 -1.740
C -3.966 3.769 -0.865
C -3.598 1.552 -1.828
H -0.373 6.220 -2.174
H 0.031 4.999 -3.405
H 0.314 4.655 -1.693
H -2.308 5.772 -3.903
H -2.935 6.364 -2.351
H -3.615 4.907 -3.094
H -3.385 4.621 -0.517
H -4.271 3.169 -0.006
H -4.868 4.132 -1.363
H -3.203 1.094 -2.729
H -4.687 1.553 -1.866
H -3.271 0.971 -0.959


[2]
60
Properties=species:S:1:pos:R:3 method="wB97M-V/def2-TZVPD" homo_ev="-9.7 / -9.7" gap_ha="0.222 / 0.159" spin_multiplicity=5 charge=+1
Co -0.227 -0.047 -0.196
C -1.972 -3.684 -1.870
C -1.820 -2.483 -1.182
N -0.686 -1.808 -1.159
C 0.384 -2.293 -1.825
C 0.330 -3.517 -2.524
C -0.894 -4.204 -2.548
C 1.516 -4.027 -3.127
C 2.683 -3.345 -3.055
C 2.759 -2.079 -2.410
C 3.945 -1.327 -2.355
C 3.943 -0.123 -1.688
C 2.758 0.326 -1.101
N 1.627 -0.356 -1.146
C 1.607 -1.544 -1.793
H -2.924 -4.188 -1.860
H -2.644 -2.050 -0.632
H -0.971 -5.132 -3.096
H 1.460 -4.982 -3.624
H 3.588 -3.754 -3.475
H 4.840 -1.704 -2.828
H 4.837 0.475 -1.615
H 2.734 1.272 -0.580
C 1.906 -1.195 3.584
Si 0.358 -1.570 2.531
C 0.905 -2.941 1.315
C -1.138 -2.326 3.452
N -0.067 -0.068 1.688
C -0.190 1.114 2.354
C -0.485 1.199 3.728
C -0.569 2.419 4.366
C -0.377 3.602 3.666
C -0.101 3.548 2.306
C -0.006 2.333 1.662
H 2.214 -2.078 4.138
H 1.741 -0.392 4.296
H 2.738 -0.899 2.950
H 1.338 -3.752 1.891
H 1.664 -2.613 0.615
H 0.076 -3.357 0.754
H -0.949 -3.377 3.657
H -2.039 -2.263 2.846
H -1.351 -1.845 4.400
H -0.656 0.293 4.287
H -0.783 2.448 5.425
H -0.439 4.552 4.174
H 0.054 4.467 1.755
H 0.240 2.287 0.600
Te -1.449 1.031 -2.137
C -2.132 3.034 -2.140
C -2.293 3.788 -0.985
C -2.760 5.087 -1.073
C -3.075 5.633 -2.308
C -2.922 4.878 -3.462
C -2.452 3.584 -3.378
H -2.057 3.361 -0.021
H -2.880 5.671 -0.173
H -3.443 6.644 -2.373
H -3.168 5.293 -4.429
H -2.331 2.987 -4.270


[3]
75
Properties=species:S:1:pos:R:3 method="wB97M-V/def2-TZVPD" homo_ev=-4.9 gap_ha=0.260 charge=-1 de_lowest_kcal_mol=11.6
La 0.493 -0.017 -0.930
O -5.348 1.141 -3.597
C -4.119 0.760 -3.153
C -2.969 0.975 -3.910
C -1.762 0.578 -3.380
N -1.692 -0.009 -2.187
C -2.796 -0.226 -1.467
C -4.045 0.145 -1.909
C -2.564 -0.878 -0.093
O -3.533 -1.094 0.620
O -1.328 -1.140 0.153
C -0.417 0.755 -4.094
O -0.446 1.039 -5.285
O 0.587 0.565 -3.327
H -5.247 1.566 -4.456
H -2.989 1.438 -4.889
H -4.915 -0.025 -1.291
N 2.453 -2.153 0.250
C 2.380 -2.281 1.642
C 2.907 -3.358 2.304
C 2.819 -3.478 3.709
C 2.219 -2.509 4.452
C 1.640 -1.391 3.798
C 0.985 -0.358 4.508
C 0.400 0.662 3.827
C 0.454 0.649 2.419
N 1.060 -0.274 1.728
C 1.681 -1.287 2.397
H 3.010 -2.881 -0.173
H 2.795 -1.246 -0.079
H 3.429 -4.119 1.733
H 3.254 -4.343 4.193
H 2.165 -2.577 5.531
H 0.958 -0.399 5.592
H -0.117 1.467 4.333
H -0.024 1.441 1.856
F 2.538 -5.581 -5.698
C 2.414 -5.789 -4.376
F 3.633 -6.127 -3.917
F 1.618 -6.855 -4.212
C 1.891 -4.565 -3.673
C 0.776 -4.629 -2.861
C 0.368 -3.464 -2.228
N 1.006 -2.310 -2.377
C 2.074 -2.251 -3.174
C 2.554 -3.363 -3.841
H 0.235 -5.552 -2.717
H -0.492 -3.455 -1.566
H 2.543 -1.278 -3.271
H 3.423 -3.284 -4.480
O 2.813 0.193 -1.241
S 2.915 1.576 -0.592
O 3.469 2.541 -1.499
O 1.451 1.906 -0.289
S 3.916 1.404 1.102
C -0.064 4.591 2.726
N -0.641 4.216 1.441
C 0.067 4.774 0.285
C -1.556 3.239 1.308
S -1.787 2.383 -0.117
N -2.284 2.945 2.445
C -3.027 1.687 2.482
C -3.001 4.040 3.091
H 1.022 4.523 2.644
H -0.402 3.914 3.504
H -0.326 5.616 3.004
H 0.376 5.789 0.543
H -0.593 4.798 -0.577
H 0.932 4.172 0.030
H -2.414 0.859 2.138
H -3.920 1.721 1.853
H -3.320 1.505 3.519
H -2.539 4.996 2.860
H -3.012 3.910 4.174
H -4.036 4.066 2.735